(1)
C7H14F3O2S2 | ωB97M-V with the def2-TZVPD basis set

```
28
Properties=species:S:1:pos:R:3
C -2.7254 -0.4429 1.8449
C -2.4732 -1.2326 0.5547
C -1.9270 -0.3682 -0.5927
C -0.4716 -0.7597 -0.9030
C 0.1812 0.3211 -1.7570
C 1.6526 0.0981 -2.1243
S 2.7364 -0.5582 -0.8362
S 3.1168 0.8898 0.6984
O 3.8370 0.1548 1.6741
O 3.8117 1.9851 0.1324
C 1.5488 1.4804 1.5247
F 0.8595 2.2715 0.7158
F 2.0070 2.1828 2.5546
F 0.8412 0.4484 1.9587
H -3.3040 0.4492 1.6315
H -3.3042 -1.0605 2.5195
H -1.7780 -0.1605 2.2921
H -1.7661 -2.0273 0.7825
H -3.4039 -1.7120 0.2699
H -2.5292 -0.5067 -1.4843
H -1.9629 0.6867 -0.3351
H -0.4982 -1.6810 -1.4803
H 0.0117 -0.9039 0.0610
H -0.3495 0.3299 -2.7052
H 0.0370 1.3120 -1.3400
H 1.6953 -0.6525 -2.9115
H 2.1211 0.9806 -2.5463
H 2.0358 -1.5243 -0.1989
```

Calculated values
total charge: +1
lowest unoccupied orbital energy: -5.48 eV
Kohn-Sham gap: 9.08 eV

(2)
C2H11N2O2W | ωB97M-V with the def2-TZVPD basis set

```
18
Properties=species:S:1:pos:R:3
C -1.6434 0.9346 -1.2897
W 0.1086 -0.2255 -0.1430
N 1.8290 0.0783 1.1451
N 1.4641 -0.5462 -1.8228
H 1.9185 -0.6763 1.8291
H -0.7586 1.4329 -0.8109
H -2.5634 1.3969 -0.9175
H -1.7369 -0.1437 -1.0593
H -1.5707 1.0653 -2.3697
H 1.9482 -1.4436 -1.7126
H 2.1804 0.1823 -1.9155
H 0.9846 -0.5994 -2.7260
H 2.7238 0.1383 0.6561
H 1.7375 0.9373 1.6890
O -2.6132 -1.2257 2.9380
C -1.6771 -0.6454 2.4069
O -1.4192 -0.5690 1.0941
H -0.9124 -0.0912 3.0090
```

Calculated values
total charge: +1
lowest unoccupied orbital energy (spin up / spin down): -4.54 / -4.15 eV
multiplicity: 3
Kohn-Sham gap (spin up / spin down): 7.17 / 7.13 eV

(3)
C8H17ClN4 | ωB97M-V with the def2-TZVPD basis set

```
30
Properties=species:S:1:pos:R:3
C 3.9998 -0.5258 -1.5329
C -0.4108 -0.5483 -0.5101
C -1.0305 1.0399 1.0401
C -2.8619 0.0953 -0.3021
C -1.7681 0.6748 2.3358
C -3.6609 -0.2834 0.9891
C 5.3473 0.0113 -1.7502
C 3.1584 0.1094 -0.5465
N 3.5452 -1.5475 -2.1100
N -1.4285 0.2062 -0.0794
N -0.5776 -1.1742 -1.6404
N -3.2295 0.5521 2.1444
Cl 3.8412 0.7095 0.8750
H -1.2517 2.2165 0.9446
H -0.0183 1.0194 1.2321
H -3.0068 -0.5745 -1.2083
H -3.1769 0.9786 -0.7060
H -1.5693 -0.3227 2.5013
H -1.3919 1.3826 2.9828
H -4.6515 -0.1521 0.8960
H -3.3987 -1.2263 1.3056
H 5.9609 0.2326 -0.8743
H 6.0980 -0.5950 -2.4030
H 5.2949 0.7738 -2.4237
H 2.0615 -0.1001 -0.2906
H 2.6058 -1.8393 -2.0022
H -0.0019 -1.9745 -1.7173
H -1.2882 -1.0114 -2.2781
H -3.7479 0.3547 2.9989
H -3.4423 1.5187 2.1292
```

Calculated values
total charge: +2
lowest unoccupied orbital energy: -9.68 eV
energy above the lowest of the compared OMol25 structures with the same formula, charge and spin: 16.07 kJ/mol
Kohn-Sham gap: 5.18 eV

(4)
C2H7OS | ωB97M-V with the def2-TZVPD basis set

```
11
Properties=species:S:1:pos:R:3
O 0.0477 -2.4829 0.6131
H 0.8327 -1.8896 0.9443
C -0.3743 1.1479 -1.0475
C 0.6191 0.6292 -0.0871
S 0.4225 0.7738 1.5395
H -0.0252 2.0346 -1.5634
H -1.2235 1.4836 -0.5708
H -0.6539 0.3442 -1.7997
H -0.6653 -1.8248 0.6031
H 1.3750 0.0387 -0.4621
H -0.3548 -0.2547 1.8307
```

Calculated values
total charge: -1
lowest unoccupied orbital energy: 4.03 eV
energy above the lowest of the compared OMol25 structures with the same formula, charge and spin: 271.15 kJ/mol
Kohn-Sham gap: 5.04 eV

(5)
C7H11F | ωB97M-V with the def2-TZVPD basis set

```
19
Properties=species:S:1:pos:R:3
C 0.3395 -0.5834 2.0923
C 0.3325 -0.0826 0.6153
C -0.6234 -0.3218 -0.3720
C -2.0630 -0.7769 -0.1367
F -2.8331 0.3829 -0.3438
C -0.1286 0.4677 -1.5212
C 1.4000 0.4984 -1.3807
C 1.4079 0.6610 0.1261
H 0.4940 0.2237 2.8930
H 0.9887 -1.4130 2.3067
H -0.7590 -0.9945 2.1409
H -2.2537 -0.9615 0.9470
H -2.5346 -1.7354 -0.6731
H -0.5100 0.2483 -2.6495
H -0.6012 1.4861 -1.3766
H 2.0078 -0.4162 -1.5365
H 1.8279 1.2315 -1.9803
H 1.1945 1.7655 0.2176
H 2.3140 0.3200 0.6317
```

Calculated values
total charge: 0
lowest unoccupied orbital energy: 1.05 eV
SMILES string: CC1=C(CF)CCC1
energy above the lowest of the compared OMol25 structures with the same formula, charge and spin: 170.98 kJ/mol
Kohn-Sham gap: 9.65 eV

(6)
C45H50BrGeN3O6P2SSeTi | ωB97M-V with the def2-TZVPD basis set

```
111
Properties=species:S:1:pos:R:3
Ti 13.6095 13.1815 12.4508
O 18.8039 13.2044 15.3780
C 18.2395 11.9969 15.4238
O 18.6486 11.1504 16.1655
C 17.0836 11.7818 14.5445
C 16.5233 10.5656 14.4737
N 15.5433 10.6600 13.5435
N 15.3675 11.9039 13.0863
C 16.3236 12.6207 13.6780
C 16.3613 14.0925 13.5527
O 17.4513 14.6329 13.8883
O 15.3267 14.6451 13.1109
H 18.3493 13.7407 14.7253
H 16.9363 9.7111 14.9418
H 14.8066 10.0209 13.3602
C 13.2221 16.7297 19.8058
S 11.7604 17.4502 18.9917
C 11.0341 16.0022 18.2449
C 11.8443 15.5187 17.0763
C 11.0570 14.5491 16.2365
N 11.8512 14.1606 15.0958
P 11.8404 14.9182 13.5594
C 10.1037 14.7629 12.9334
C 9.8440 15.4187 11.7464
C 8.6735 15.2226 11.0274
C 7.7372 14.2829 11.4971
C 7.9288 13.6818 12.7445
C 9.1195 13.8701 13.4356
C 12.2167 16.6941 13.8951
C 11.3263 17.4921 14.5936
C 11.7654 18.7583 15.0374
C 13.0815 19.2122 14.8180
C 13.9696 18.3929 14.1743
C 13.5576 17.1502 13.7367
P 12.8642 12.7405 14.9263
C 14.1744 12.8066 16.1642
C 14.8872 13.9341 16.4245
C 15.9738 13.8767 17.3159
C 16.1680 12.6948 18.0566
C 15.4879 11.4646 17.7519
C 14.4959 11.5836 16.7963
C 11.8116 11.4810 15.6541
C 11.0479 10.7533 14.7317
C 9.9553 9.9993 15.1498
C 9.5901 9.8329 16.5258
C 10.3234 10.5497 17.4496
C 11.3845 11.3373 17.0366
H 13.2601 17.1829 20.8069
H 14.1425 16.8933 19.2246
H 13.1002 15.6938 19.9857
H 10.0455 16.3942 17.8761
H 10.9038 15.2570 18.9754
H 12.7310 15.0200 17.4443
H 12.1882 16.3253 16.4085
H 10.1125 14.9576 15.9180
H 10.8466 13.6347 16.7823
H 10.4897 16.2257 11.4533
H 8.4174 15.8608 10.1903
H 6.8131 14.0944 10.9041
H 7.1011 13.0664 13.1497
H 9.2319 13.2169 14.2927
H 10.2998 17.2102 14.7155
H 11.1041 19.3118 15.6743
H 13.4181 20.2176 15.2145
H 15.0079 18.7071 14.0028
H 14.3695 16.5421 13.2751
H 14.5827 14.8930 15.9570
H 16.5814 14.7245 17.5235
H 16.9506 12.6872 18.7955
H 15.7298 10.4838 18.0992
H 13.9267 10.6979 16.5053
H 11.2319 10.7338 13.6644
H 9.4501 9.2984 14.4883
H 8.8851 9.0408 16.8876
H 10.0385 10.4834 18.4883
H 12.0431 11.8571 17.6936
Br 16.6996 15.1580 8.9105
C 15.1558 14.7880 7.8945
C 15.1724 15.0570 6.5197
C 13.9940 15.1107 5.7540
C 12.7898 14.8910 6.4288
C 12.7840 14.6290 7.7820
C 13.9807 14.5975 8.5631
C 13.8546 14.1550 9.9988
O 14.7033 13.3742 10.4917
O 12.8284 14.5226 10.7080
H 16.1263 15.1845 6.0558
H 14.0593 15.3369 4.7396
H 11.7910 14.9168 5.9083
H 11.8573 14.4907 8.4080
C 15.2937 9.4672 10.3468
Ge 13.4331 8.7952 10.0034
C 13.3394 6.9412 10.5114
C 12.7986 9.1950 8.1832
C 12.1625 9.6303 11.2304
Se 12.2319 11.5894 11.0183
C 10.4110 11.9120 10.6442
H 15.6672 9.6390 9.3507
H 15.7649 8.6178 10.8430
H 15.2384 10.3355 10.9029
H 13.9404 6.2887 9.9271
H 12.3215 6.5899 10.4057
H 13.6745 6.8650 11.5957
H 11.7304 8.8907 8.2262
H 13.3913 8.6644 7.4741
H 12.7379 10.2514 7.9856
H 12.3110 9.3223 12.2740
H 11.1164 9.2175 11.0649
H 10.1967 11.0984 9.9584
H 10.1725 12.8616 10.2978
H 9.8132 11.7686 11.5552
```

Calculated values
total charge: 0
lowest unoccupied orbital energy (spin up / spin down): -0.04 / -0.06 eV
energy above the lowest of the compared OMol25 structures with the same formula, charge and spin: 0.00 kJ/mol
multiplicity: 3
Kohn-Sham gap (spin up / spin down): 6.80 / 8.39 eV